A single C6H10O molecule, computed with wB97M-V/def2-TZVPD.

Results
orbital gap	10.493	eV
relative energy (zero: lowest compared OMol25 entry of this formula, charge and spin)	35.5	kcal/mol
HOMO	-9.402	eV
SMILES	C[C@H]1C[C@H]2OC[C@@H]12
molar mass	98.14	g/mol

```
! wB97M-V def2-TZVPD RIJCOSX def2/J DEFGRID3
* xyz 0 1
C 1.81400 -0.58355 -0.17520
C 0.77078 0.35318 0.43589
C 0.03656 1.37165 -0.48880
C -1.32147 0.85837 0.03197
O -1.91894 -0.11694 -0.83257
C -1.26037 -1.18855 -0.13237
C -0.60075 -0.22468 0.86055
H 1.69026 -1.61111 0.18827
H 2.83202 -0.26502 0.06917
H 1.73485 -0.60613 -1.26759
H 1.20515 0.87740 1.29424
H 0.25671 2.42495 -0.28900
H 0.15263 1.17692 -1.56044
H -2.04939 1.57974 0.41596
H -0.57888 -1.75490 -0.78093
H -1.98818 -1.88042 0.30893
H -0.77496 -0.41091 1.92192
*
```